[1]
{"formula": "C40H62Cl2GeN4P3Pd", "method": "ωB97M-V with the def2-TZVPD basis set", "homo_ev": [-5.2398, -7.2039], "multiplicity": 2, "max_force_ev_per_a": 0.67, "s2": 0.7546, "elements": ["Pd", "C", "C", "C", "P", "C", "N", "Ge", "N", "C", "P", "C", "C", "C", "C", "C", "C", "C", "C", "C", "C", "C", "C", "N", "C", "C", "C", "C", "C", "C", "C", "C", "C", "C", "C", "C", "N", "C", "P", "C", "C", "C", "C", "C", "C", "C", "C", "C", "H", "H", "H", "H", "H", "H", "H", "H", "H", "H", "H", "H", "H", "H", "H", "H", "H", "H", "H", "H", "H", "H", "H", "H", "H", "H", "H", "H", "H", "H", "H", "H", "H", "H", "H", "H", "H", "H", "H", "H", "H", "H", "H", "H", "H", "H", "H", "H", "H", "H", "H", "H", "H", "H", "H", "H", "H", "H", "H", "H", "Cl", "C", "Cl", "H", "H"], "coordinates": [[-0.438, -1.040, 1.014], [-3.927, -2.459, -2.424], [-3.331, -1.634, -1.283], [-3.398, -0.151, -1.640], [-1.588, -2.079, -0.775], [-0.655, -1.603, -2.321], [-0.178, -0.231, -2.335], [0.106, 0.654, -0.646], [-1.080, 2.122, -0.318], [-1.957, 2.077, 0.828], [-1.401, 0.835, 2.087], [-2.973, 0.644, 3.063], [-3.660, 1.943, 3.483], [-3.940, -0.265, 2.301], [-0.238, 1.795, 3.187], [-0.295, 3.320, 3.140], [-0.314, 1.266, 4.621], [-1.480, 2.853, -1.416], [-2.700, 3.522, -1.547], [-3.027, 4.153, -2.741], [-2.164, 4.131, -3.825], [-0.933, 3.495, -3.694], [-0.593, 2.888, -2.504], [0.682, 2.264, -2.260], [1.206, 1.440, -3.314], [2.158, 1.860, -4.218], [2.600, 0.997, -5.219], [2.069, -0.279, -5.296], [1.128, -0.724, -4.371], [0.695, 0.121, -3.349], [1.644, 3.083, -1.567], [1.913, 4.394, -1.890], [2.897, 5.095, -1.195], [3.595, 4.457, -0.183], [3.310, 3.141, 0.171], [2.313, 2.436, -0.505], [1.897, 1.159, -0.198], [2.587, 0.437, 0.844], [1.885, -1.263, 1.060], [2.877, -1.781, 2.560], [4.359, -1.406, 2.572], [2.190, -1.252, 3.821], [2.674, -2.195, -0.375], [3.149, -3.593, 0.030], [3.763, -1.468, -1.165], [-1.619, -3.930, -0.965], [-2.631, -4.504, 0.030], [-0.239, -4.516, -0.688], [-4.929, -2.086, -2.649], [-4.015, -3.520, -2.193], [-3.338, -2.359, -3.338], [-3.932, -1.801, -0.383], [-2.917, 0.045, -2.602], [-2.888, 0.462, -0.901], [-4.437, 0.180, -1.713], [-1.301, -1.776, -3.189], [0.175, -2.318, -2.403], [-2.984, 1.791, 0.560], [-2.033, 3.064, 1.294], [-2.657, 0.110, 3.964], [-3.987, 2.519, 2.614], [-3.009, 2.577, 4.083], [-4.550, 1.720, 4.078], [-4.320, 0.229, 1.402], [-4.799, -0.514, 2.928], [-3.450, -1.190, 1.993], [0.735, 1.505, 2.785], [-1.244, 3.716, 3.506], [-0.128, 3.700, 2.131], [0.498, 3.726, 3.775], [-1.211, 1.628, 5.128], [0.549, 1.608, 5.197], [-0.326, 0.174, 4.648], [-3.401, 3.541, -0.723], [-3.981, 4.661, -2.822], [-2.435, 4.611, -4.755], [-0.231, 3.467, -4.520], [2.561, 2.862, -4.138], [3.344, 1.329, -5.931], [2.394, -0.952, -6.081], [0.742, -1.731, -4.452], [1.349, 4.869, -2.684], [3.114, 6.124, -1.449], [4.370, 4.990, 0.355], [3.852, 2.675, 0.983], [2.509, 0.940, 1.820], [3.653, 0.367, 0.613], [2.793, -2.872, 2.563], [4.492, -0.323, 2.596], [4.899, -1.791, 1.709], [4.835, -1.809, 3.470], [2.329, -0.172, 3.920], [2.614, -1.716, 4.715], [1.116, -1.444, 3.795], [1.826, -2.314, -1.055], [4.072, -3.542, 0.609], [3.360, -4.186, -0.863], [2.414, -4.138, 0.622], [4.665, -1.310, -0.572], [3.420, -0.504, -1.545], [4.039, -2.078, -2.030], [-1.927, -4.169, -1.986], [-2.402, -4.163, 1.043], [-2.585, -5.595, 0.028], [-3.657, -4.212, -0.196], [0.132, -4.110, 0.257], [0.488, -4.270, -1.463], [-0.286, -5.604, -0.605], [-0.748, -5.743, 3.738], [-0.037, -4.144, 3.492], [-1.260, -2.878, 3.331], [0.536, -4.160, 2.570], [0.591, -3.905, 4.342]]}

***

[2]
{"formula": "C40H63Cl6N7O2", "method": "ωB97M-V with the def2-TZVPD basis set", "homo_ev": [-7.9938, -7.9960], "multiplicity": 3, "max_force_ev_per_a": 2.55, "s2": 2.0080, "elements": ["C", "Cl", "Cl", "Cl", "H", "C", "Cl", "Cl", "Cl", "H", "C", "C", "C", "C", "C", "C", "N", "O", "C", "C", "C", "H", "H", "H", "H", "H", "H", "H", "H", "H", "H", "H", "H", "H", "H", "H", "H", "H", "H", "C", "C", "C", "C", "C", "C", "N", "O", "C", "C", "C", "H", "H", "H", "H", "H", "H", "H", "H", "H", "H", "H", "H", "H", "H", "H", "H", "H", "H", "N", "C", "C", "C", "C", "H", "H", "H", "H", "H", "N", "C", "C", "C", "C", "H", "H", "H", "H", "H", "N", "C", "C", "C", "C", "H", "H", "H", "H", "H", "N", "C", "C", "C", "C", "H", "H", "H", "H", "H", "N", "C", "C", "C", "C", "H", "H", "H", "H", "H"], "coordinates": [[16.568, -10.939, 25.230], [15.697, -10.093, 23.945], [15.835, -10.594, 26.804], [18.240, -10.430, 25.200], [16.563, -12.006, 25.022], [10.654, -15.789, 26.563], [10.706, -14.008, 26.449], [10.837, -16.296, 28.264], [11.778, -16.615, 25.502], [9.644, -16.082, 26.308], [12.585, -11.260, 28.345], [12.127, -10.879, 29.762], [13.158, -11.418, 30.766], [14.419, -10.575, 30.895], [13.991, -9.164, 31.252], [13.059, -8.529, 30.176], [11.938, -9.450, 30.020], [10.930, -8.953, 29.407], [12.617, -7.204, 30.804], [13.859, -8.282, 28.871], [10.858, -11.704, 30.017], [12.278, -12.273, 28.093], [13.649, -11.179, 28.121], [12.072, -10.637, 27.605], [12.642, -11.707, 31.684], [13.492, -12.389, 30.380], [15.079, -10.542, 30.027], [14.997, -10.990, 31.724], [14.807, -8.469, 31.458], [13.437, -9.253, 32.193], [12.212, -7.485, 31.776], [13.438, -6.494, 30.888], [11.864, -6.689, 30.206], [14.847, -8.729, 28.972], [13.280, -8.541, 27.990], [14.094, -7.216, 28.854], [10.539, -11.452, 31.035], [10.978, -12.784, 29.992], [10.025, -11.379, 29.394], [15.769, -20.035, 22.223], [16.728, -20.039, 23.419], [16.500, -21.358, 24.164], [17.574, -21.700, 25.182], [18.916, -21.730, 24.464], [19.268, -20.362, 23.805], [18.138, -19.934, 22.949], [18.360, -18.839, 22.323], [19.662, -19.459, 24.988], [20.519, -20.586, 22.940], [16.287, -18.884, 24.323], [14.795, -20.344, 22.603], [16.106, -20.782, 21.506], [15.667, -19.026, 21.829], [15.563, -21.245, 24.722], [16.255, -22.217, 23.533], [17.391, -22.665, 25.656], [17.665, -20.950, 25.970], [18.857, -22.516, 23.704], [19.777, -21.949, 25.098], [20.716, -19.546, 25.247], [19.454, -18.411, 24.753], [19.118, -19.574, 25.928], [20.887, -19.607, 22.625], [21.307, -21.023, 23.552], [20.299, -21.159, 22.042], [16.535, -19.009, 25.382], [15.205, -18.758, 24.401], [16.706, -17.939, 23.981], [21.444, -15.831, 26.228], [20.414, -16.591, 26.713], [19.233, -15.931, 26.439], [19.589, -14.619, 25.999], [20.949, -14.590, 25.936], [22.422, -16.032, 26.136], [20.579, -17.618, 26.994], [18.276, -16.353, 26.705], [18.917, -13.786, 25.868], [21.656, -13.801, 25.735], [15.183, -15.618, 26.787], [15.553, -15.477, 25.475], [14.879, -14.425, 24.915], [14.030, -13.890, 25.914], [14.248, -14.642, 27.037], [15.336, -16.467, 27.311], [16.315, -16.104, 25.042], [14.875, -14.014, 23.919], [13.275, -13.126, 25.994], [13.786, -14.662, 28.014], [17.290, -12.547, 21.137], [16.840, -13.614, 21.845], [17.757, -13.883, 22.840], [18.777, -12.896, 22.702], [18.541, -12.168, 21.568], [16.862, -12.150, 20.319], [15.928, -14.148, 21.633], [17.620, -14.662, 23.570], [19.586, -12.751, 23.401], [19.117, -11.448, 21.014], [15.488, -17.199, 29.948], [16.861, -17.233, 29.909], [17.199, -18.074, 28.888], [16.017, -18.603, 28.347], [14.940, -18.097, 29.061], [15.011, -16.619, 30.616], [17.444, -16.722, 30.656], [18.189, -18.245, 28.494], [15.975, -19.362, 27.582], [13.873, -18.173, 28.941], [11.464, -13.205, 21.367], [12.263, -14.151, 21.924], [12.224, -15.278, 21.146], [11.365, -15.007, 20.061], [10.875, -13.733, 20.247], [11.342, -12.264, 21.693], [12.846, -13.894, 22.793], [12.757, -16.182, 21.391], [11.097, -15.651, 19.240], [10.232, -13.085, 19.674]]}

***

[3]
{"formula": "C40H65BiN11P3Si", "method": "ωB97M-V with the def2-TZVPD basis set", "homo_ev": -12.4502, "max_force_ev_per_a": 1.79, "charge": 2, "elements": ["Bi", "C", "P", "C", "N", "C", "C", "C", "C", "C", "C", "N", "C", "P", "C", "C", "C", "C", "C", "C", "C", "C", "C", "H", "H", "H", "H", "H", "H", "H", "H", "H", "H", "H", "H", "H", "H", "H", "H", "H", "H", "H", "H", "H", "H", "H", "H", "H", "H", "H", "H", "C", "N", "C", "C", "N", "N", "C", "N", "N", "H", "H", "H", "H", "H", "H", "H", "H", "H", "H", "H", "C", "Si", "C", "C", "C", "C", "H", "H", "H", "H", "H", "H", "H", "H", "H", "N", "C", "C", "C", "C", "C", "C", "C", "H", "H", "H", "H", "C", "N", "C", "N", "C", "N", "C", "P", "C", "C", "H", "H", "H", "H", "H", "H", "H", "H", "H", "H", "H", "H", "H"], "coordinates": [[0.073, -0.599, -0.525], [3.107, 0.814, -0.361], [1.808, 1.170, -1.611], [1.262, 2.799, -0.986], [2.205, 3.518, -0.438], [1.864, 4.688, 0.139], [2.840, 5.538, 0.699], [2.447, 6.686, 1.335], [1.083, 7.017, 1.458], [0.111, 6.211, 0.932], [0.484, 5.045, 0.237], [-0.457, 4.283, -0.349], [-0.096, 3.211, -1.006], [-1.337, 2.147, -1.860], [-1.585, 3.151, -3.392], [-2.946, 2.553, -0.934], [-2.729, 2.230, 0.546], [-3.982, 1.601, -1.535], [-3.440, 3.990, -1.082], [2.764, 1.490, -3.218], [4.074, 2.215, -2.930], [1.865, 2.332, -4.112], [2.997, 0.112, -3.827], [3.726, 1.698, -0.230], [3.721, -0.021, -0.692], [2.613, 0.584, 0.586], [3.879, 5.267, 0.609], [3.189, 7.355, 1.746], [0.809, 7.925, 1.970], [-0.939, 6.455, 1.007], [-1.659, 4.209, -3.151], [-2.502, 2.808, -3.869], [-0.766, 2.979, -4.084], [-2.234, 1.262, 0.671], [-3.688, 2.199, 1.062], [-2.125, 3.007, 1.013], [-3.658, 0.564, -1.467], [-4.144, 1.834, -2.585], [-4.935, 1.712, -1.022], [-2.677, 4.703, -0.785], [-4.310, 4.136, -0.441], [-3.747, 4.201, -2.103], [3.920, 3.066, -2.267], [4.488, 2.588, -3.866], [4.810, 1.548, -2.486], [1.613, 3.276, -3.628], [0.950, 1.786, -4.338], [2.370, 2.556, -5.048], [3.576, -0.524, -3.158], [3.547, 0.212, -4.760], [2.047, -0.383, -4.033], [4.366, 0.888, 3.754], [3.493, -0.268, 3.643], [4.168, -1.538, 3.436], [2.156, -0.175, 3.441], [1.428, -1.140, 2.983], [1.555, 1.018, 3.812], [0.752, 1.760, 2.965], [0.472, 3.016, 3.419], [0.418, 1.276, 1.838], [5.259, 0.616, 4.316], [3.891, 1.719, 4.269], [4.675, 1.230, 2.762], [5.144, -1.496, 3.918], [4.318, -1.754, 2.372], [3.597, -2.350, 3.892], [1.977, -1.915, 2.630], [1.959, 1.513, 4.593], [0.630, 3.293, 4.372], [-0.166, 3.588, 2.895], [-0.155, 1.904, 1.285], [-5.599, -1.880, -1.400], [-4.252, -2.670, -2.505], [-4.638, -2.569, -4.355], [-3.881, -4.460, -1.944], [-2.674, -1.743, -2.076], [-1.643, -1.224, -1.709], [-6.467, -2.524, -1.303], [-5.939, -0.943, -1.832], [-5.234, -1.659, -0.399], [-5.564, -3.088, -4.590], [-3.850, -3.023, -4.952], [-4.750, -1.539, -4.682], [-4.686, -5.128, -2.232], [-3.758, -4.548, -0.867], [-2.974, -4.831, -2.409], [3.248, -7.343, -2.033], [2.807, -6.300, -1.864], [2.230, -5.028, -1.631], [2.990, -4.005, -1.063], [2.399, -2.785, -0.792], [1.068, -2.546, -1.106], [0.330, -3.571, -1.689], [0.890, -4.808, -1.946], [4.031, -4.173, -0.826], [2.988, -2.007, -0.327], [-0.701, -3.401, -1.958], [0.295, -5.602, -2.378], [-3.471, -2.614, 3.771], [-3.269, -3.020, 2.319], [-2.499, -4.334, 2.308], [-1.291, -4.210, 3.026], [-1.541, -3.810, 4.399], [-2.234, -2.536, 4.451], [-1.392, -1.427, 4.059], [-0.723, -1.551, 2.308], [-2.498, -1.977, 1.606], [-0.288, -3.388, 2.386], [-4.108, -3.370, 4.243], [-3.982, -1.648, 3.791], [-4.179, -3.158, 1.866], [-2.297, -4.602, 1.268], [-3.132, -5.099, 2.770], [-0.597, -3.728, 4.935], [-2.153, -4.574, 4.885], [-0.538, -1.366, 4.735], [-1.968, -0.502, 4.150], [-2.395, -2.276, 0.557], [-3.082, -1.051, 1.610], [0.638, -3.515, 2.948], [-0.125, -3.756, 1.366]]}

***

[4]
{"formula": "C40H66BN3O13", "method": "ωB97M-V with the def2-TZVPD basis set", "homo_ev": -8.3452, "max_force_ev_per_a": 8.54, "elements": ["C", "C", "C", "C", "N", "C", "C", "C", "O", "C", "C", "C", "O", "C", "C", "C", "C", "O", "C", "C", "C", "C", "C", "C", "O", "C", "C", "O", "C", "C", "C", "B", "O", "O", "C", "O", "C", "C", "O", "H", "H", "H", "H", "H", "H", "H", "H", "H", "H", "H", "H", "H", "H", "H", "H", "H", "H", "H", "H", "H", "H", "H", "H", "H", "H", "H", "H", "H", "H", "H", "H", "H", "H", "H", "H", "C", "O", "C", "C", "N", "C", "C", "O", "C", "H", "H", "H", "H", "H", "H", "H", "H", "H", "H", "H", "H", "H", "H", "H", "C", "O", "C", "C", "N", "C", "C", "O", "C", "H", "H", "H", "H", "H", "H", "H", "H", "H", "H", "H", "H", "H", "H", "H"], "coordinates": [[0.207, 4.380, 4.790], [-0.120, 3.247, 3.641], [1.144, 2.164, 3.645], [0.659, 0.608, 3.921], [0.076, 0.106, 2.609], [1.031, -0.863, 1.906], [2.677, -0.601, 1.793], [3.684, -1.667, 1.065], [5.139, -1.546, 0.904], [5.675, -0.310, 1.493], [5.534, 1.020, 0.499], [5.038, 0.649, -1.024], [4.723, 2.110, 1.137], [2.988, -3.025, 0.384], [1.367, -3.259, 0.467], [0.355, -2.205, 1.246], [-1.258, -2.590, 1.298], [-2.012, -2.431, 2.407], [-1.888, -3.237, -0.099], [-3.416, -2.895, -0.660], [-4.454, -1.899, 0.184], [-6.046, -2.171, -0.204], [-6.933, -2.010, 1.186], [-7.317, -0.444, 1.545], [-8.034, 0.094, 0.379], [-8.373, 1.521, 0.545], [-9.466, 2.144, -0.543], [-7.855, 2.298, 1.511], [-3.921, -3.568, -2.106], [-2.904, -4.560, -2.954], [-3.259, -5.248, -4.412], [-2.643, -4.192, -5.560], [-1.343, -4.418, -6.262], [-3.363, -2.933, -5.958], [-1.394, -4.908, -2.323], [-0.517, -5.825, -3.112], [-0.856, -4.273, -0.911], [0.642, -4.591, -0.239], [1.243, -5.785, -0.289], [1.368, 4.610, 4.727], [-0.333, 5.416, 4.615], [-0.005, 3.953, 5.874], [-1.158, 2.703, 3.813], [-0.098, 3.736, 2.552], [1.802, 2.247, 2.674], [1.847, 2.480, 4.544], [1.559, -0.075, 4.296], [-0.166, 0.521, 4.775], [-0.202, 0.894, 1.973], [3.089, 0.388, 2.263], [6.852, -0.479, 1.600], [5.300, -0.094, 2.597], [6.622, 1.497, 0.378], [4.918, 1.677, -1.607], [5.803, -0.015, -1.620], [3.943, 0.175, -1.020], [5.136, 2.948, 0.723], [3.692, -3.816, -0.167], [-4.383, -2.106, 1.354], [-4.121, -0.806, -0.072], [-6.318, -1.351, -1.023], [-6.253, -3.255, -0.600], [-6.390, -2.575, 2.066], [-7.969, -2.569, 1.012], [-6.372, 0.164, 1.873], [-8.088, -0.466, 2.445], [-9.184, 1.735, -1.613], [-9.483, 3.315, -0.542], [-10.531, 1.743, -0.207], [-5.002, -3.338, -2.545], [-2.675, -6.262, -4.575], [-4.407, -5.326, -4.630], [-0.718, -3.736, -5.834], [-3.003, -2.165, -5.393], [0.431, -5.468, -3.078], [10.597, -1.266, 1.295], [9.617, -1.756, 2.204], [9.744, -3.155, 2.488], [10.275, -3.384, 3.911], [11.682, -2.994, 4.032], [12.163, -2.883, 5.415], [11.449, -1.887, 6.352], [11.661, -0.511, 6.023], [10.846, -0.026, 4.966], [10.285, -0.270, 0.969], [11.566, -1.169, 1.784], [10.681, -1.909, 0.415], [10.356, -3.675, 1.739], [8.738, -3.575, 2.424], [10.174, -4.444, 4.170], [9.641, -2.805, 4.592], [11.818, -2.093, 3.582], [13.218, -2.591, 5.355], [12.139, -3.879, 5.873], [11.885, -2.018, 7.350], [10.381, -2.098, 6.467], [9.848, -0.474, 4.967], [11.344, -0.186, 4.011], [10.735, 1.053, 5.091], [-7.222, 7.252, -6.094], [-7.405, 5.981, -6.708], [-6.189, 5.238, -6.867], [-6.128, 4.059, -5.883], [-5.943, 4.516, -4.503], [-6.193, 3.486, -3.487], [-7.589, 2.831, -3.447], [-8.638, 3.704, -3.019], [-9.129, 4.575, -4.028], [-8.145, 7.824, -6.224], [-7.043, 7.145, -5.024], [-6.402, 7.806, -6.560], [-5.300, 5.879, -6.786], [-6.202, 4.840, -7.883], [-5.297, 3.401, -6.157], [-7.061, 3.495, -5.995], [-6.573, 5.292, -4.322], [-6.016, 3.960, -2.514], [-5.437, 2.700, -3.595], [-7.548, 2.034, -2.695], [-7.856, 2.336, -4.386], [-9.130, 4.111, -5.017], [-8.552, 5.499, -4.031], [-10.157, 4.842, -3.775]]}